{
  "formula": "C27H33Cl5CuN5O2S",
  "method": "ωB97M-V/def2-TZVPD",
  "charge": -1,
  "multiplicity": 2,
  "mol_weight_g_mol": 732.47,
  "homo_lumo_gap_ev": [5.0656, 7.1443],
  "elements": ["Cu", "Cl", "C", "C", "Cl", "C", "Cl", "C", "O", "C", "Cl", "C", "Cl", "S", "C", "N", "C", "C", "C", "N", "H", "H", "H", "H", "C", "N", "C", "C", "O", "N", "C", "C", "H", "H", "H", "H", "H", "H", "H", "H", "H", "H", "H", "H", "C", "C", "C", "C", "C", "C", "C", "C", "C", "C", "C", "C", "N", "H", "H", "H", "H", "H", "H", "H", "H", "H", "H", "H", "H", "H", "H", "H", "H", "H"],
  "xyz": [[-0.3488, 1.1884, 1.8045], [0.6920, -4.7818, 5.9258], [0.7719, -3.3738, 4.9246], [-0.3696, -2.6218, 4.6606], [-1.8830, -3.1112, 5.3367], [-0.3070, -1.4907, 3.8614], [-1.7320, -0.5730, 3.5303], [0.9032, -1.0477, 3.2674], [1.0088, -0.0366, 2.4942], [2.0458, -1.8396, 3.5659], [3.5314, -1.3534, 2.8314], [1.9823, -2.9662, 4.3649], [3.4120, -3.8905, 4.6659], [-1.6966, 2.9477, 1.5063], [-0.4750, 4.1593, 1.8483], [0.5301, 3.8056, 2.7526], [1.6854, 4.5859, 2.8371], [1.6470, 5.8355, 2.2868], [0.5058, 6.2283, 1.5903], [-0.5191, 5.3367, 1.3154], [0.5950, 2.8183, 2.9646], [2.5216, 4.1629, 3.3705], [2.4984, 6.4967, 2.3825], [0.4120, 7.2133, 1.1547], [0.5877, 0.3743, -2.9995], [0.9095, 0.5435, -1.5969], [0.7366, -0.6174, -0.7405], [1.2391, 1.7434, -1.0238], [1.2121, 1.9243, 0.1889], [1.5921, 2.7519, -1.9026], [2.5770, 2.4935, -2.9360], [1.6274, 4.0945, -1.3404], [-0.2865, -0.2703, -3.0887], [1.4074, -0.0899, -3.5591], [0.3504, 1.3367, -3.4478], [1.2012, -1.4723, -1.2278], [-1.1891, -0.1340, -0.2197], [1.2465, -0.4139, 0.2006], [2.8509, 1.4399, -2.9553], [3.4845, 3.0685, -2.7270], [2.2154, 2.7766, -3.9290], [0.7725, 4.2517, -0.6901], [1.5793, 4.8109, -2.1624], [2.5411, 4.2722, -0.7628], [-2.6797, 1.0999, -2.1472], [-3.3190, -0.1850, -1.6078], [-3.6855, -0.0367, -0.1248], [-2.5675, -1.4764, -1.9160], [-3.1580, -2.3564, -2.8115], [-2.5884, -3.5842, -3.1169], [-1.4521, -3.9705, -2.4352], [-0.8305, -3.1445, -1.4981], [0.2828, -3.7941, -0.6748], [0.3785, -3.3342, 0.7786], [1.6729, -3.8081, -1.3443], [-1.3413, -1.8467, -1.3115], [-0.6544, -0.9443, -0.4927], [-3.3578, 1.9400, -1.9876], [-2.4824, 1.0198, -3.2180], [-1.7507, 1.3627, -1.6412], [-4.2654, -0.2957, -2.1452], [-2.8793, 0.3977, 0.4691], [-3.9501, -0.9972, 0.3198], [-4.5364, 0.6389, -0.0199], [-4.0903, -2.0645, -3.2826], [-3.0542, -4.2462, -3.8355], [-1.0452, -4.9641, -2.5932], [-0.0347, -4.8398, -0.6273], [0.8146, -2.3421, 0.8796], [1.0128, -4.0307, 1.3330], [-0.6033, -3.3132, 1.2551], [2.3179, -3.0205, -0.9502], [1.6016, -3.6847, -2.4264], [2.1786, -4.7557, -1.1504]],
  "lowdin_spin": [0.003, 0.000, 0.000, 0.000, 0.000, 0.000, 0.000, 0.000, 0.000, 0.000, 0.000, 0.000, 0.000, 0.015, 0.066, 0.181, 0.261, 0.037, 0.308, 0.082, 0.006, 0.018, -0.006, 0.023, 0.000, 0.000, 0.000, 0.000, 0.002, 0.000, 0.000, 0.002, 0.000, 0.000, 0.000, 0.000, 0.000, 0.000, 0.000, 0.000, 0.000, 0.001, 0.000, 0.001, 0.000, 0.000, 0.000, 0.000, 0.000, 0.000, 0.000, 0.000, 0.000, 0.000, 0.000, 0.000, 0.000, 0.000, 0.000, 0.000, 0.000, 0.000, 0.000, 0.000, 0.000, 0.000, 0.000, 0.000, 0.000, 0.000, 0.000, 0.000, 0.000, 0.000]
}

=====

{
  "formula": "C11H16N4O5",
  "method": "ωB97M-V/def2-TZVPD",
  "mol_weight_g_mol": 284.27,
  "homo_lumo_gap_ev": 9.6863,
  "smiles": "N[C@@H](CCC(=O)O)C(=O)N[C@@H](Cc1c[nH]cn1)C(=O)O",
  "elements": ["C", "C", "C", "C", "C", "C", "C", "C", "C", "C", "C", "H", "H", "H", "H", "H", "H", "H", "H", "H", "H", "H", "H", "H", "H", "H", "H", "N", "N", "N", "N", "O", "O", "O", "O", "O"],
  "xyz": [[-0.3140, 1.7470, -0.1782], [-1.5108, 1.1397, -0.8641], [-0.9097, 2.9289, 0.6890], [0.2911, 3.5459, 1.5748], [1.1073, 2.4041, 2.0944], [-1.0058, -1.1503, -0.0411], [-0.6018, -0.9889, 1.4248], [0.3117, -1.1862, -0.8683], [0.7049, -2.6182, -1.2157], [1.9242, -3.1750, -1.2672], [0.4220, -4.6618, -1.7622], [-0.0701, 2.6522, -1.9406], [1.3602, 2.6864, -0.9873], [0.2506, 1.1494, 0.5020], [-1.2815, 3.7595, -0.0181], [-1.7647, 2.5752, 1.2978], [-0.0318, 4.2022, 2.4234], [0.9196, 4.1007, 0.8836], [0.5502, 0.6082, 2.7195], [-2.7845, -0.3015, -0.9636], [-1.5794, -2.1432, 0.0479], [0.3219, -0.6768, -1.8128], [1.0972, -0.7529, -0.3237], [2.9722, -2.8709, -1.1717], [0.0096, -5.6630, -2.0428], [2.4673, -5.1915, -1.8861], [-2.2341, -0.0888, 1.6005], [0.5393, 2.1699, -1.3029], [-1.9740, -0.0751, -0.3752], [-0.2578, -3.5505, -1.5864], [1.7670, -4.4846, -1.6515], [-2.1778, 1.7386, -1.7084], [2.1907, 2.1616, 1.7203], [0.3464, 1.5930, 2.9010], [0.4149, -1.3041, 1.9198], [-1.4702, -0.2795, 2.1691]],
  "nbo_charge": [-0.173, 0.717, -0.389, -0.521, 0.796, -0.170, 0.784, -0.449, 0.090, -0.094, 0.180, 0.381, 0.378, 0.206, 0.228, 0.221, 0.245, 0.222, 0.517, 0.416, 0.281, 0.250, 0.242, 0.220, 0.197, 0.425, 0.501, -0.844, -0.673, -0.483, -0.530, -0.601, -0.574, -0.730, -0.587, -0.677]
}

=====

{
  "formula": "C4H5BO3S",
  "method": "ωB97M-V/def2-TZVPD",
  "mol_weight_g_mol": 143.96,
  "homo_lumo_gap_ev": 8.7854,
  "smiles": "O=C1C=CS[C@@H]1B(O)O",
  "elements": ["B", "C", "C", "C", "C", "O", "O", "O", "S", "H", "H", "H", "H", "H"],
  "xyz": [[-0.4610, 0.3850, -1.6301], [-0.0334, -0.3382, 1.9116], [1.1529, -1.0095, 1.5651], [-0.8984, -0.0404, 0.8681], [-0.4103, -0.6868, -0.3954], [-1.8710, 0.6770, 0.7678], [0.4738, -0.0126, -2.5136], [-1.4625, 1.2409, -1.8184], [1.2129, -1.4267, -0.0624], [-0.0765, -0.1673, 3.0464], [1.8813, -1.1896, 2.2817], [-0.9626, -1.4567, -0.8522], [0.2772, 0.2948, -3.4470], [-1.9519, 1.3088, -1.0211]],
  "nbo_charge": [1.118, -0.384, -0.279, 0.508, -0.754, -0.618, -0.889, -0.874, 0.403, 0.235, 0.232, 0.278, 0.500, 0.523]
}

=====

It is found that the ΔE to the lowest compared entry with this formula, charge and spin values, taken in the order of the records, are 3.1, 36.9, 0.0 kcal/mol.